[1]
33
Properties=species:S:1:pos:R:3:forces:R:3 method="wB97M-V/def2-TZVPD" e_lumo_ev="-12.34 / -16.40" e_above_lowest_kcal_mol=0.0 charge=+3 multiplicity=2
O -2.33270 -2.54311 0.96525 1.34 0.33 -0.58
O 3.48850 0.65095 -1.44040 0.64 0.83 -0.29
O 2.34467 0.57521 2.13480 -0.20 0.42 -0.29
O -1.68286 1.17421 2.51630 0.27 -0.33 0.01
O -3.33019 -1.53747 -2.30611 0.51 -0.08 0.45
N 0.59642 2.35558 1.02109 -0.52 1.38 -0.07
N 0.14255 -2.64617 -0.67242 -1.27 -1.59 0.73
C 0.52233 -0.20848 -0.98410 -0.52 1.86 -0.87
C -0.28645 -1.27709 -0.65303 -1.40 -0.56 0.00
C 0.93313 2.15330 -0.43057 -1.57 2.34 -1.25
C -0.13932 1.11394 -0.99903 1.64 -0.21 1.69
H 2.01413 2.06520 -0.55223 -0.50 -1.16 0.15
H 4.21796 0.48165 -2.05869 -0.22 -0.85 -0.20
H 1.12625 -2.87261 -0.84012 0.22 0.26 -0.59
H -4.17724 -1.85893 -1.97818 -0.20 0.06 -0.21
H -1.80169 0.23097 2.68668 -0.05 0.02 -0.13
H -3.43598 -1.47617 -3.26309 -0.09 -0.03 -0.02
H -0.62316 1.39399 -1.95450 0.36 -0.02 -0.04
H -1.36831 -1.06535 -0.43688 1.04 -0.77 -0.13
H 1.56818 -0.16706 -1.25366 0.74 -0.64 -0.04
H 3.77664 1.55941 -1.24216 -0.31 -0.14 0.38
H -0.27590 1.87953 1.34290 0.67 -0.65 0.41
H 1.44205 2.08761 1.57682 -0.85 -0.05 0.33
H -1.86823 1.54411 3.39226 -0.02 0.39 -0.12
H -2.81203 -2.57673 1.79954 -0.52 -0.19 -0.25
H 3.19422 0.61845 2.59643 -0.04 -0.24 0.00
H -0.08539 -3.12908 0.22842 -0.14 0.57 0.44
H -0.51230 -3.26007 -1.23495 0.61 0.66 -0.42
H -2.90675 -2.46439 0.19411 -0.74 -0.22 0.62
H 0.79230 3.13342 -0.97827 -0.31 -0.97 0.71
H -0.95164 1.07182 -0.24002 -0.15 0.04 -0.75
H 2.18291 -0.33398 1.87228 0.45 -0.10 0.38
H 0.24792 3.32734 1.19156 1.12 -0.36 -0.06

***

[2]
83
Properties=species:S:1:pos:R:3:forces:R:3 method="wB97M-V/def2-TZVPD" e_lumo_ev="-1.83 / -1.88" charge=+1 multiplicity=4
Ti 0.17283 -0.33934 0.33371 1.18 0.61 0.32
O -0.47270 -1.90823 -1.12729 -3.71 0.56 -0.39
O -1.28692 -5.54859 0.99480 0.17 0.23 0.89
O 0.89992 -0.83525 2.49228 1.34 -1.75 -1.44
O -1.33030 -7.40249 3.36684 0.28 -0.28 -0.21
O -1.85207 -0.68729 1.26638 -0.48 1.66 -1.91
O 0.04712 5.74951 -1.96410 0.94 -0.67 -0.25
O 1.48927 1.54579 1.07460 0.73 -0.68 0.18
O 2.18157 1.55850 -3.04281 -1.47 0.85 -0.26
N 2.01358 -1.84904 0.10586 -1.63 0.74 -1.42
N -0.95858 1.63206 -0.30663 -2.50 -1.93 1.01
N -0.37044 2.91226 -2.65729 0.29 0.18 -0.22
C 3.32792 0.84740 -2.80504 0.75 -0.86 0.12
C 0.92868 -0.07806 3.63326 -0.90 1.55 1.38
C -2.77753 0.42331 1.05309 1.13 -0.05 -1.18
C -2.37915 1.29334 -0.20717 -0.59 -2.28 0.22
C -0.14954 1.78035 -3.54887 0.62 -0.47 1.53
C 1.81122 -2.77451 1.18810 0.90 1.23 2.56
C -0.67931 2.58806 0.68905 2.41 0.60 0.37
C -1.86047 -2.28962 -1.34666 0.10 0.95 0.26
C 0.01947 6.97824 -1.28608 -0.82 0.09 0.01
C -1.18520 5.19902 -2.28249 -1.01 -0.21 -0.94
C 0.33402 -2.94746 -1.45764 2.09 -0.94 0.83
C 2.93548 1.62669 1.23924 -0.71 0.15 0.01
C -1.08109 4.02877 -3.26350 0.18 -0.13 0.82
C 1.72619 -2.42017 -1.20130 1.34 -1.75 -1.68
C 1.87201 -1.86958 2.50610 0.14 -2.38 -0.58
C -1.73418 -5.27953 2.36342 -0.60 0.44 -1.75
C -0.94624 -6.06351 3.34601 -0.19 0.86 0.91
C -2.13950 -1.46867 2.35756 0.25 -0.52 1.44
C 0.95312 0.84007 -2.97662 -0.71 1.68 -1.90
C 0.84814 2.73553 0.66771 0.19 1.26 0.59
H 3.33921 0.47673 -1.78006 0.20 -0.17 0.31
H 1.88313 0.11757 4.12199 0.53 -0.38 -0.48
H 1.71054 -2.57774 3.31884 -0.42 0.07 0.44
H 3.35859 0.62229 1.25526 -0.40 -0.07 0.13
H 0.50775 3.19936 -2.24931 0.32 0.36 -0.40
H -2.13507 -0.83174 3.24210 -0.30 -0.12 0.38
H 2.04399 -1.81491 -2.05028 -0.22 0.83 0.45
H 4.20377 1.47088 -2.98467 -0.16 0.19 0.12
H -1.05057 1.16817 -3.51034 -0.28 -0.03 -0.52
H -0.83259 2.10167 -1.19189 0.17 0.17 -0.98
H -2.45034 -1.37380 -1.38429 0.16 -0.03 -0.17
H 1.03455 7.36128 -1.18119 -0.15 -0.19 0.04
H 2.65252 -3.46732 1.16967 0.12 -0.37 0.58
H -2.27725 -2.86262 -0.51838 0.36 -0.28 0.13
H -3.06469 -2.04076 2.28806 -0.35 0.23 -0.18
H -1.18204 -5.59358 4.30082 -0.04 -0.33 0.35
H -2.76143 1.10429 1.90403 -0.27 -0.40 0.41
H -0.99906 2.24515 1.67307 0.01 0.17 0.07
H -1.85142 5.92495 -2.74862 0.04 0.46 -0.20
H -2.09044 3.65422 -3.43380 -0.23 0.27 -0.22
H 2.88376 -1.51660 2.70572 0.11 0.58 -0.40
H -0.65313 4.31458 -4.22436 0.13 0.24 -0.08
H 1.23895 3.00918 -0.31234 -0.27 0.04 -0.30
H -3.75080 -0.02080 0.84426 -0.26 0.31 0.32
H 2.40051 -3.26678 -1.33028 0.10 -0.65 -0.06
H 0.86830 0.04769 -3.72029 0.78 -0.76 0.24
H -0.60174 7.69100 -1.82845 0.13 0.27 -0.29
H 0.68756 0.52941 -1.96615 0.27 -0.34 0.29
H -1.33833 -2.19559 2.49106 0.12 0.15 -0.18
H 3.41164 -0.00012 -3.48534 0.03 -0.32 -0.11
H 3.00764 -1.67585 0.06170 0.11 0.49 0.26
H -1.01819 -7.69971 2.50902 -0.17 -0.73 -0.14
H 1.10150 3.56750 1.32478 0.31 0.07 0.31
H 0.19888 -3.31584 -2.47456 0.16 0.33 -0.32
H -2.01849 -5.39494 0.39248 -0.08 -0.07 0.03
H 3.45644 2.15489 0.44067 -0.43 0.17 -0.34
H 0.55060 0.89912 3.33283 -0.23 0.04 0.33
H 0.17138 -3.81891 -0.82342 -0.33 -0.19 0.32
H 0.29567 -0.53066 4.39651 -0.20 0.05 0.17
H -3.12442 2.08761 -0.16452 0.27 0.74 -0.07
H 0.10394 2.07333 -4.56770 -0.03 0.01 -0.12
H -1.72238 -4.20989 2.57278 0.52 0.13 -0.03
H -2.79283 -5.53317 2.41840 -0.03 -0.38 0.27
H -1.96950 -2.83709 -2.28288 0.14 0.01 -0.01
H -1.76282 4.84989 -1.42659 0.20 -0.11 0.63
H 0.13200 -5.94860 3.23507 0.19 0.07 -0.34
H -2.62393 0.71783 -1.09991 -0.08 -0.05 -0.08
H 3.17353 2.14157 2.17001 -0.09 -0.02 0.13
H -1.12798 3.54724 0.43065 -0.07 0.37 0.33
H -0.48949 6.86270 -0.32915 0.27 -0.01 0.44
H 0.91532 -3.39064 1.26452 -0.32 0.48 -0.80

***

[3]
41
Properties=species:S:1:pos:R:3:forces:R:3 method="wB97M-V/def2-TZVPD" e_lumo_ev="2.07 / 2.07" e_above_lowest_kcal_mol=31.1 charge=-1 multiplicity=1
Bi 1.10215 1.46103 -1.47188 -0.14 0.42 0.59
I 3.27115 -2.73978 -0.14463 0.02 0.00 -0.01
I -1.58179 -4.53260 2.91467 -0.02 -0.03 0.01
Te 1.56781 3.81370 -3.42894 0.16 0.25 -0.24
S 0.03525 4.34726 -0.45568 0.13 0.07 -0.15
O 1.58298 3.79042 0.12971 -0.04 -0.16 0.08
O 1.94859 0.04079 0.64784 -0.02 -0.09 -0.11
O -0.88363 3.94914 0.64121 -0.04 0.05 0.10
O 0.88786 1.17603 -3.59671 -0.05 -0.12 -0.26
N -0.04434 3.38077 -1.67782 0.01 -0.34 0.03
N 0.76081 2.33441 -4.35681 -0.08 -0.07 0.00
N -0.32257 -0.60477 -1.70379 0.04 -0.05 0.04
N -0.86468 1.16193 0.39262 0.00 -0.07 -0.06
C 1.88430 3.90263 1.50945 -0.02 0.06 -0.01
C -0.75662 -1.67099 2.32356 -0.05 -0.07 0.05
C 0.00242 -0.65427 1.78565 0.04 0.07 -0.03
C 0.78867 -3.30427 1.48051 0.02 -0.14 0.00
C 1.23811 -0.90734 1.10904 0.07 0.00 0.00
C -1.91885 0.33882 -0.17351 0.00 0.00 -0.01
C -1.34558 -0.86069 -0.88873 -0.02 0.00 -0.03
C -0.48353 0.76282 1.75986 -0.04 0.00 0.00
C -1.27060 -3.17706 -1.46261 0.03 0.03 -0.02
C -0.21345 -2.89899 -2.31660 -0.03 0.02 0.02
C 0.22622 -1.59178 -2.41094 0.02 -0.03 -0.05
C 1.56248 -2.28503 0.96205 0.00 0.01 0.03
C -1.85461 -2.14359 -0.75144 -0.01 0.01 -0.01
C -0.36690 -2.99938 2.18264 0.00 0.14 -0.02
H -2.64286 0.00110 0.57930 0.01 0.01 0.01
H -2.45951 0.93742 -0.91209 0.01 0.02 0.01
H 2.67258 4.64485 1.66598 -0.04 0.02 0.00
H -1.62900 -4.19131 -1.33969 0.00 0.00 0.00
H -1.68380 -1.42597 2.83112 -0.01 -0.01 0.00
H 0.29623 1.45150 2.08389 0.04 0.00 -0.01
H 0.99121 4.18452 2.07245 0.04 -0.02 0.04
H -2.66869 -2.32780 -0.06321 0.00 0.00 0.01
H 2.23585 2.93148 1.86658 0.00 0.01 0.00
H 1.03695 -1.30822 -3.07100 0.00 0.00 0.01
H -1.34119 0.87131 2.43805 -0.01 0.00 -0.02
H 1.08547 -4.33439 1.33149 -0.01 0.01 0.00
H 0.27769 -3.67500 -2.88591 0.00 -0.01 0.00
H -1.12258 2.15131 0.40430 -0.02 0.01 0.04

***

[4]
26
Properties=species:S:1:pos:R:3:forces:R:3 method="wB97M-V/def2-TZVPD" e_lumo_ev=-3.18 charge=+1 multiplicity=1
Cl -5.87935 -3.00660 0.81601 -0.18 -0.05 0.00
S 1.47943 1.37338 0.42708 0.40 0.32 0.00
F -0.77461 -4.15125 0.49411 0.45 -0.51 -0.05
O 1.37133 -0.06320 0.51996 -0.43 -0.42 0.05
O 0.31244 2.10697 0.04441 -0.22 -0.16 0.04
O 2.69181 1.73035 -0.50211 -0.10 -0.04 0.13
N -1.24040 -1.95141 0.74496 0.33 -0.58 -0.08
N -4.69836 -1.82429 0.90657 0.54 0.15 -0.01
N -2.39970 -1.23923 0.86248 -0.37 0.13 0.08
N -2.92744 -3.38310 0.67338 -0.01 -0.11 -0.02
C -1.62860 -3.21841 0.63259 -0.58 0.66 0.08
C 2.77572 1.11491 -1.81901 0.02 -0.15 -0.45
C 1.86076 1.77767 -2.82527 -0.11 0.06 0.16
C 2.12945 2.01654 1.92527 0.01 -0.02 0.02
C -3.40649 -2.14293 0.81696 0.17 0.00 -0.01
H -2.42264 -0.23477 0.94181 0.21 0.06 -0.04
H 0.81130 1.59886 -2.59472 0.01 -0.02 0.00
H 1.36568 1.88935 2.68909 -0.03 0.00 -0.02
H 2.02140 2.85461 -2.83792 0.05 0.00 -0.04
H 2.06707 1.38062 -3.81846 0.05 -0.02 0.00
H -0.29332 -1.57905 0.74915 0.04 0.58 -0.05
H 3.02708 1.46257 2.18418 0.01 0.00 -0.01
H 2.57846 0.04721 -1.72379 -0.03 0.02 0.11
H -4.98420 -0.86556 1.01573 -0.25 -0.02 0.00
H 3.81790 1.23561 -2.10118 0.03 0.07 0.12
H 2.34528 3.07113 1.77873 -0.01 0.02 -0.01

***

Calculated total energy (eV)
-17689.85916 -65521.01510 -69063.02274 -43533.21514
F_max (eV/A)
3.08 3.77 0.74 0.88